Record 1
{"formula": "C2H7NO", "method": "ωB97M-V with the def2-TZVPD basis set", "species": ["O", "N", "C", "C", "H", "H", "H", "H", "H", "H", "H"], "coordinates": [[-1.99, -1.23, -1.81], [1.62, 1.10, 1.28], [0.19, 1.33, 1.49], [-1.23, -2.10, -2.17], [-0.02, 2.46, 1.37], [1.58, 0.17, 0.99], [-1.58, -3.20, -2.47], [-0.24, 0.65, 0.70], [-0.12, -1.99, -2.16], [1.85, 1.64, 0.30], [-0.07, 1.16, 2.48]], "spin_multiplicity": 2, "gap_ev": [8.8016, 3.1674], "total_charge": 1, "energy_ha": -209.95176, "de_lowest_kcal_mol": 79.16, "max_force_ev_per_a": 6.4, "e_lumo_ev": [-4.4, -10.0]}

Record 2
{"formula": "C6H12O", "method": "ωB97M-V with the def2-TZVPD basis set", "species": ["O", "C", "C", "C", "C", "C", "C", "H", "H", "H", "H", "H", "H", "H", "H", "H", "H", "H", "H"], "coordinates": [[0.63, -0.13, 0.25], [-1.82, 1.00, 0.08], [-2.75, -0.05, -0.40], [-1.60, -0.52, 0.37], [2.88, 0.64, 0.26], [-0.36, -0.99, -0.27], [1.85, -0.24, -0.43], [1.72, 0.05, -1.49], [2.57, 1.69, 0.24], [2.17, -1.29, -0.42], [3.00, 0.34, 1.31], [-2.09, 1.55, 0.97], [-1.28, 1.60, -0.68], [-0.16, -2.05, -0.03], [3.84, 0.54, -0.25], [-0.41, -0.87, -1.37], [-1.80, -0.83, 1.40], [-2.70, -0.28, -1.45], [-3.66, -0.13, 0.15]], "gap_ev": 10.7801, "smiles": "CCOCC1CC1", "total_charge": 0, "energy_ha": -310.98819, "de_lowest_kcal_mol": 44.61, "max_force_ev_per_a": 1.5, "e_lumo_ev": 1.2}

Record 3
{"formula": "C20H21Br2N2", "method": "ωB97M-V with the def2-TZVPD basis set", "species": ["Br", "Br", "N", "N", "C", "C", "C", "C", "C", "C", "C", "C", "C", "C", "C", "C", "C", "C", "C", "C", "C", "C", "C", "C", "H", "H", "H", "H", "H", "H", "H", "H", "H", "H", "H", "H", "H", "H", "H", "H", "H", "H", "H", "H", "H"], "coordinates": [[7.39, 2.39, -1.95], [-5.83, 2.39, -1.98], [-0.88, -0.74, 1.90], [-2.06, -1.71, 3.71], [4.45, -0.52, -1.92], [-4.11, 0.12, -1.95], [-0.08, -0.04, 2.82], [-0.44, -0.47, -1.85], [-2.90, -0.53, -1.92], [3.25, 0.21, -1.90], [5.72, 1.51, -1.94], [-1.82, -1.49, 2.35], [-3.01, 2.24, -1.91], [-4.17, 1.50, -1.94], [-1.70, 0.20, -1.88], [-2.70, -2.16, 1.38], [-1.30, -1.04, 4.75], [-1.79, 1.61, -1.88], [4.56, 2.25, -1.92], [5.67, 0.13, -1.94], [1.99, -0.46, -1.86], [3.34, 1.61, -1.90], [0.77, 0.17, -1.93], [0.08, -0.68, 4.20], [4.41, -1.60, -1.92], [-1.84, -0.13, 5.04], [-2.82, -2.31, 4.02], [0.61, -0.01, 4.89], [0.69, -1.58, 4.12], [-0.89, 2.20, -1.83], [-5.03, -0.44, -1.99], [0.91, 0.11, 2.35], [2.44, 2.20, -1.87], [-1.23, -1.67, 5.64], [0.77, 1.23, -2.11], [1.99, -1.54, -1.75], [-2.86, -1.60, -1.93], [-0.44, -1.54, -1.73], [-3.06, 3.32, -1.90], [-2.11, -2.67, 0.61], [-0.51, 0.97, 2.93], [4.61, 3.32, -1.92], [-3.34, -2.90, 1.86], [6.59, -0.43, -1.96], [-3.34, -1.43, 0.88]], "gap_ev": 4.9847, "total_charge": 1, "energy_ha": -6031.98831, "max_force_ev_per_a": 2.1, "e_lumo_ev": -5.6}

Record 4
{"formula": "C2H2S2", "method": "ωB97M-V with the def2-TZVPD basis set", "species": ["S", "S", "C", "C", "H", "H"], "coordinates": [[3.34, -0.70, 0.00], [1.27, 1.79, -0.03], [1.83, 0.20, 0.01], [0.39, 0.17, -0.01], [-0.15, -0.05, 0.91], [-0.13, -0.09, -0.92]], "gap_ev": 8.1243, "smiles": "S=C1CS1", "total_charge": 0, "energy_ha": -873.71619, "de_lowest_kcal_mol": 13.51, "max_force_ev_per_a": 4.6, "e_lumo_ev": -0.7}

Record 5
{"formula": "C14H48N10O2P4", "method": "ωB97M-V with the def2-TZVPD basis set", "species": ["P", "P", "P", "P", "O", "O", "N", "N", "N", "N", "N", "N", "N", "N", "N", "N", "C", "C", "C", "C", "C", "C", "C", "C", "C", "C", "C", "C", "C", "C", "H", "H", "H", "H", "H", "H", "H", "H", "H", "H", "H", "H", "H", "H", "H", "H", "H", "H", "H", "H", "H", "H", "H", "H", "H", "H", "H", "H", "H", "H", "H", "H", "H", "H", "H", "H", "H", "H", "H", "H", "H", "H", "H", "H", "H", "H", "H", "H"], "coordinates": [[-2.69, 1.61, -1.73], [-1.44, 1.63, 0.07], [-2.50, -3.44, 1.76], [3.82, 3.20, -1.63], [2.63, 3.19, -0.65], [-2.47, -2.01, 1.20], [4.84, 4.15, -0.62], [-5.75, 0.39, -0.82], [-2.81, -5.06, 2.42], [-1.94, 2.61, 1.24], [-6.55, 2.57, -0.29], [-1.99, -4.19, 0.30], [4.18, 1.52, -1.42], [5.03, 3.36, -2.92], [-1.15, -3.20, 2.81], [-4.79, 1.64, 0.99], [4.20, 4.95, 0.43], [-2.15, -3.43, -0.94], [-3.90, -5.76, 1.68], [5.47, 0.88, -1.30], [4.70, 2.61, -4.15], [-5.31, 1.72, -0.38], [-3.26, -5.06, 3.83], [-0.85, -5.08, 0.15], [-4.35, 2.44, -1.42], [5.18, 4.77, -3.37], [-0.06, -4.11, 3.10], [6.17, 3.79, -0.19], [3.15, 0.59, -1.90], [-1.36, -2.24, 3.90], [-4.52, 2.58, 1.28], [-4.02, 0.98, 1.08], [5.37, -0.19, -1.12], [4.24, 5.17, -3.76], [-3.00, 0.23, -2.00], [0.51, -4.35, 2.20], [-3.65, -5.92, 0.63], [-4.89, 2.41, -2.41], [-4.10, -4.39, 3.99], [-1.36, -2.68, -1.06], [-0.42, -1.92, 4.35], [-1.31, 0.26, 0.47], [4.79, 1.53, -4.01], [-3.11, -2.93, -0.97], [3.14, 0.52, -2.99], [-1.85, -1.33, 3.53], [-5.03, -0.06, -1.38], [-4.05, -6.76, 2.10], [-4.23, 3.53, -1.20], [5.51, 5.42, -2.57], [3.69, 2.83, -4.51], [2.16, 0.91, -1.58], [6.77, 3.35, -0.98], [-2.00, -2.65, 4.70], [-1.18, 3.28, 1.36], [6.73, 4.69, 0.12], [0.09, -4.52, 0.07], [-0.37, -5.05, 3.57], [6.03, 1.25, -0.44], [3.94, 4.33, 1.29], [4.86, 5.75, 0.77], [-0.95, -5.69, -0.75], [-2.46, -4.79, 4.51], [6.15, 3.12, 0.68], [-6.64, 3.03, -1.20], [6.10, 0.99, -2.19], [-0.12, 2.04, -0.33], [0.68, -3.65, 3.76], [-6.33, 3.34, 0.35], [5.94, 4.84, -4.15], [3.29, -0.42, -1.50], [-5.93, -0.16, 0.01], [-0.77, -5.80, 0.97], [-3.56, -6.07, 4.14], [-4.84, -5.21, 1.73], [3.30, 5.43, 0.06], [5.41, 2.85, -4.95], [-2.12, -4.10, -1.81]], "gap_ev": 7.3062, "smiles": "CN(C)P(=O)(N(C)C)N(C)C.CN(C)P(=O)(N(C)C)N(C)C.N=[PH2]PCC(N)(N)N", "total_charge": 0, "energy_ha": -2625.46407, "max_force_ev_per_a": 8.1, "e_lumo_ev": -0.6}

Record 6
{"formula": "C24H18BrN4O8", "method": "ωB97M-V with the def2-TZVPD basis set", "species": ["Br", "O", "O", "O", "O", "O", "O", "O", "O", "N", "N", "N", "N", "C", "C", "C", "C", "C", "C", "C", "C", "C", "C", "C", "C", "C", "C", "C", "C", "C", "C", "C", "C", "C", "C", "C", "C", "H", "H", "H", "H", "H", "H", "H", "H", "H", "H", "H", "H", "H", "H", "H", "H", "H", "H"], "coordinates": [[-4.34, 3.29, 2.09], [-2.23, 0.06, 1.55], [4.14, -4.59, 3.68], [-5.37, -4.39, -0.06], [1.48, 4.17, -1.83], [-2.02, 1.48, 3.19], [2.11, 2.13, -1.04], [5.43, -4.62, 1.93], [-5.84, -2.74, -1.40], [-5.04, -3.39, -0.71], [-1.91, 1.17, 1.99], [4.37, -4.31, 2.50], [0.10, 3.06, -0.37], [3.36, -3.60, 1.74], [1.39, -2.29, 0.24], [1.19, -2.60, 1.61], [2.65, -2.62, -0.32], [-2.73, -3.67, 0.08], [-1.89, 3.39, 0.64], [3.27, 2.35, -1.81], [-0.97, 3.96, -0.26], [-1.96, -1.41, -1.32], [0.36, -1.71, -0.56], [-0.15, 1.97, 0.44], [-1.22, 5.20, -0.85], [-3.26, -1.84, -1.38], [3.59, -3.29, 0.41], [-3.66, -2.96, -0.67], [-1.43, -3.24, 0.15], [-3.32, 5.27, 0.34], [-3.09, 4.06, 0.92], [4.22, 1.19, -1.66], [1.27, 3.19, -1.15], [-1.00, -2.09, -0.54], [2.17, -3.23, 2.34], [-2.39, 5.84, -0.55], [-1.35, 2.14, 1.07], [-0.72, -3.83, 0.69], [3.74, 0.26, -1.97], [5.13, 1.31, -2.25], [-2.61, 6.80, -0.99], [4.52, -3.60, -0.03], [-3.04, -4.57, 0.59], [0.67, -1.04, -1.35], [3.70, 3.30, -1.46], [-3.99, -1.32, -1.97], [0.52, 1.14, 0.55], [2.02, -3.45, 3.38], [4.51, 1.06, -0.62], [2.94, 2.50, -2.84], [-1.66, -0.54, -1.89], [0.27, -2.32, 2.08], [-4.24, 5.79, 0.56], [2.83, -2.42, -1.37], [-0.49, 5.62, -1.53]], "gap_ev": 5.1585, "total_charge": -1, "energy_ha": -4320.13334, "de_lowest_kcal_mol": 0.00, "max_force_ev_per_a": 2.4, "e_lumo_ev": 1.8}